[1]
Entry from the Open Molecules 2025 dataset: a molecular structure, Cd2H10O6 at a distorted geometry (ωB97M-V/def2-TZVPD).

Positions of all 18 atoms, in Å:
Cd -0.41 0.49 3.02
Cd -0.07 0.07 0.11
O 0.61 -0.72 1.77
H 1.06 -1.51 2.14
O -0.86 1.44 1.31
H -0.73 2.37 1.04
O 0.96 -1.29 -1.20
H 1.29 -2.13 -0.89
H 1.57 -1.03 -1.89
O -1.63 -1.35 0.43
H -2.53 -1.18 0.68
H -1.48 -2.27 0.64
O -1.04 0.87 -1.59
H -0.68 1.45 -2.26
H -1.75 0.41 -2.02
O 1.55 1.27 -0.45
H 1.71 2.19 -0.26
H 2.42 0.89 -0.59

net charge: +2
Kohn-Sham gap: 8.4735 eV
E_HOMO: -18.0 eV
ΔE to the lowest compared entry with this formula, charge and spin: 0.9562 eV
calculated total energy: -21558.455 eV



[2]
Entry from the Open Molecules 2025 dataset: a single C4H10O3 molecule at a distorted geometry (ωB97M-V/def2-TZVPD).

Positions of all 17 atoms, in Å:
C 1.82 0.93 -0.12
O 1.66 -0.46 -0.02
C 0.55 -0.92 -0.72
C -0.61 -0.83 0.38
O -0.32 0.00 1.51
C -1.83 -0.13 -0.17
O -1.55 1.24 -0.42
H 2.04 1.32 0.88
H 0.94 1.44 -0.51
H 2.66 1.05 -0.80
H 0.35 -0.32 -1.63
H 0.86 -1.90 -1.13
H -0.79 -1.84 0.75
H 0.31 -0.40 2.13
H -2.66 -0.22 0.55
H -2.10 -0.57 -1.13
H -1.31 1.62 0.44

Kohn-Sham gap: 10.2113 eV
E_HOMO: -9.4 eV
SMILES: COC[C@@H](O)CO
ΔE to the lowest compared entry with this formula, charge and spin: 2.1788 eV
calculated total energy: -10451.065 eV